(1)
DFT (the ωB97M-V functional and the def2-TZVPD basis) results for a 2-piece molecular cluster, CH4N2O3 overall at a distorted geometry.

Structure (XYZ):
```
10
Properties=species:S:1:pos:R:3:mulliken_charge:R:1
C 0.54868 -0.14721 0.49467 0.323
N -0.05090 0.51024 -0.30641 -0.514
N 1.15319 0.21781 -2.17014 -0.448
O -2.03584 -0.21692 1.67445 -0.326
O 0.21729 -0.37347 1.81059 -0.167
O -0.93920 0.35313 2.23703 -0.088
H 1.46464 -0.79440 0.38432 0.322
H 0.96176 -0.74819 -2.17995 0.258
H 0.61029 0.90439 -2.73409 0.259
H -1.92989 0.29463 0.78954 0.381
```

Properties
DFT total energy (Ha): -375.3853
HOMO-LUMO gap (alpha / beta) (eV): 8.396 / 8.398

---

(2)
DFT (the ωB97M-V functional and the def2-TZVPD basis) results for C4H10F30K3O2P5 as an isolated structure at a distorted geometry.

Structure (XYZ):
```
54
Properties=species:S:1:pos:R:3:mulliken_charge:R:1
K -1.05978 2.43759 3.80190 0.988
K -1.08943 -2.06950 1.73507 0.935
K -1.16386 -0.10681 -3.61054 1.009
P -1.37614 3.39050 -4.98045 1.213
F -0.01772 3.69148 -4.18147 -0.322
F -0.97889 1.92640 -5.55970 -0.375
F -2.05896 2.64021 -3.68996 -0.371
F -2.73203 3.14455 -5.87759 -0.390
F -1.89541 4.81903 -4.38397 -0.379
F -0.85578 4.13679 -6.33103 -0.370
P -0.81850 -3.89635 -2.42866 1.240
F -1.38444 -4.36312 -3.87560 -0.367
F -1.95754 -4.61906 -1.58892 -0.361
F 0.22451 -5.13623 -2.29135 -0.384
F -0.27674 -3.28164 -1.05054 -0.390
F 0.28868 -3.00871 -3.24276 -0.382
F -1.75938 -2.60347 -2.48106 -0.354
P -1.06139 0.97634 -0.07496 1.193
F -2.14991 1.76294 -0.99717 -0.366
F -0.80930 2.28748 0.91143 -0.428
F -2.20189 0.35225 0.97036 -0.382
F 0.11323 0.12377 0.61825 -0.374
F -1.09831 -0.39727 -0.95438 -0.353
F 0.10148 1.56343 -1.09525 -0.365
P -4.84050 -2.68326 1.57327 1.138
F -3.77122 -3.41976 0.60765 -0.286
F -3.91026 -2.95617 2.87649 -0.378
F -4.14626 -1.23210 1.33388 -0.304
F -6.00886 -2.03672 2.46018 -0.388
F -5.82812 -2.28622 0.45589 -0.337
F -5.60719 -4.08822 1.71678 -0.386
P -1.09123 6.01728 2.43746 1.186
F -0.04915 7.26937 2.16597 -0.372
F -0.50834 5.08547 1.17553 -0.316
F 0.06553 5.34183 3.42096 -0.394
F -2.10267 4.79394 2.70943 -0.353
F -1.72594 7.01887 3.64349 -0.379
F -2.17120 6.74484 1.47365 -0.342
C 6.41533 -0.11395 0.60711 -0.689
O 5.11006 -0.03845 1.36391 -0.369
C 4.58931 -1.27165 1.76173 -0.599
C 3.03621 -1.38860 1.84419 -0.121
O 2.36501 -2.45872 1.12973 -0.189
C 2.63440 -3.76191 1.61861 -0.827
H 6.89457 0.86432 0.56928 0.253
H 6.28840 -0.49958 -0.40447 0.286
H 7.04123 -0.82482 1.14657 0.310
H 5.08440 -1.48581 2.70890 0.297
H 4.80701 -2.06020 1.04138 0.347
H 2.77262 -0.60643 1.13226 0.159
H 2.69308 -1.29640 2.87465 0.309
H 2.07641 -4.44779 0.98119 0.232
H 2.24092 -3.83043 2.63280 0.346
H 3.66396 -4.11934 1.59984 0.302
```

Properties
DFT total energy (Ha): -6812.8074
HOMO-LUMO gap (eV): 8.997
Total charge: -2

---

(3)
DFT (the ωB97M-V functional and the def2-TZVPD basis) results for C13H19BrOSiSr as an isolated structure at a distorted geometry.

Structure (XYZ):
```
36
Properties=species:S:1:pos:R:3:mulliken_charge:R:1
C -1.41445 -0.86229 -3.22739 -0.426
C -1.49287 -1.86232 -2.23731 -0.717
C -2.26163 -1.36606 -1.16173 -0.533
H -0.89014 -2.76693 -2.22704 0.348
C -2.65181 -0.03875 -1.48419 -0.642
C -2.10782 0.26575 -2.75089 -0.392
H -2.08447 1.24539 -3.21628 0.366
H -0.81764 -0.91649 -4.12233 0.495
H -2.25729 -1.79509 -0.16292 0.291
H -3.02405 0.69368 -0.77474 0.308
Sr -0.00872 -0.08632 -0.86693 2.066
Br 1.17189 -2.65619 0.34874 -0.819
C 2.29680 1.31445 -1.08190 -0.480
C 1.45924 2.05480 -1.94455 -0.732
C 1.24542 1.31206 -3.11182 -0.334
H 0.86755 2.93187 -1.65492 0.269
C 1.93214 0.08227 -2.98611 -0.645
C 2.60043 0.08937 -1.73222 -0.643
H 3.03408 -0.78630 -1.26937 0.474
H 2.41667 1.48175 -0.02255 0.309
H 0.55544 1.55045 -3.90963 0.443
H 1.85140 -0.75782 -3.63790 0.439
C -1.20509 1.41249 3.15610 -1.131
Si 0.02305 -0.01062 2.75600 0.324
C 1.81805 0.36053 3.17022 -0.939
C -0.63927 -1.69335 3.27888 -0.905
O -0.25383 0.48462 1.27790 -1.164
H -1.23290 1.47677 4.25031 0.375
H -2.18476 1.17907 2.69820 0.186
H -0.84224 2.33121 2.66308 0.191
H 1.80788 0.41034 4.27336 0.392
H 2.46687 -0.44221 2.78471 0.214
H 2.11189 1.32309 2.72154 0.184
H -1.63847 -1.87005 2.85520 0.210
H 0.03896 -2.50547 2.96829 0.239
H -0.69028 -1.58370 4.38019 0.381
```

Properties
DFT total energy (Ha): -3476.3566
HOMO-LUMO gap (eV): 6.323
Total charge: -2

---

(4)
DFT (the ωB97M-V functional and the def2-TZVPD basis) results for C3H4AgO3 as an isolated structure at a distorted geometry.

Structure (XYZ):
```
11
Properties=species:S:1:pos:R:3:mulliken_charge:R:1
O 1.84494 -0.23588 1.12563 -0.369
C 1.10955 0.43065 0.46045 0.581
C 1.03195 0.68483 -0.99696 -0.776
H 0.47241 1.60126 -1.22513 0.387
H 1.22381 -0.19846 -1.61171 0.314
H 2.12700 1.17987 -0.68644 0.260
Ag -0.64076 -2.24375 1.71471 0.766
O -0.25170 -0.32759 0.29567 -0.117
C -1.44564 0.21134 0.05687 -0.217
O -2.27895 -0.68250 0.52295 -0.240
H -3.19261 -0.41978 0.34396 0.411
```

Properties
DFT total energy (Ha): -488.9338
HOMO-LUMO gap (eV): 8.263
Total charge: +1